The following is a DFT calculation (ωB97M-V with the def2-TZVPD basis set) of a cluster of 6 separate species, C6H24O6 in total at a distorted geometry.

Calculated values
**Charge**: 0
**E_LUMO**: 0.2706 eV
**Energy relative to the best compared isomer or geometry (same formula, charge and spin)**: 502.5 kJ/mol
**M**: 192.3 g mol⁻¹
**Highest occupied orbital energy**: -10.2 eV
**Strongest force on any atom**: 0.049 Eh/bohr
**SMILES string**: CO.CO.CO.CO.CO.CO
**Kohn-Sham gap**: 10.5136 eV

Last column: Löwdin charge in e.
Element x y z (Å)
H  -5.123471  5.395852  -1.541290  0.0716
H  -1.939512  -0.790505  1.045940  0.0791
C  0.816090  3.768438  3.837007  -0.1809
O  -0.924286  -3.872014  -4.631379  -0.1221
H  -1.705604  0.163683  -0.497837  0.0758
H  -2.582843  -1.362898  -0.469684  0.0787
H  1.042565  4.472147  4.638000  0.0746
H  2.639610  -6.386721  3.732521  0.0793
C  -6.087080  4.974017  -1.826952  -0.1715
H  1.382688  -5.291182  3.350610  0.0795
O  -0.522393  -1.480136  -0.022454  -0.1273
O  5.609436  1.629141  1.414739  -0.1395
H  3.095888  -4.640347  3.585838  0.0784
H  6.232820  2.346431  1.550702  0.0648
O  1.338435  2.502543  4.102831  -0.1233
H  -6.391416  5.556139  -2.696790  0.0668
H  0.108576  -0.952295  0.472382  0.0767
C  2.454317  -5.442344  3.220741  -0.1978
H  -3.024380  -3.745575  -4.629768  0.0692
H  5.333613  2.287285  -0.511645  0.0713
C  5.611050  1.358516  -0.013123  -0.1422
C  -2.156384  -3.492277  -5.238477  -0.1655
H  -2.219566  -3.849119  -6.266469  0.0801
H  6.646543  1.182101  -0.304222  0.0680
H  -0.266653  3.643641  3.822872  0.0763
C  -1.748859  -0.818380  -0.026888  -0.1827
H  -2.264111  -2.409276  -5.178445  0.0695
H  1.121502  4.082961  2.839058  0.0782
O  2.703062  -5.787568  1.912346  -0.1165
O  -5.839402  3.620336  -2.191320  -0.1200
H  -6.851670  5.323118  -1.132951  0.0789
H  -5.287404  3.584249  -2.975921  0.0741
H  5.067834  0.485572  -0.375058  0.0784
H  2.149944  -5.261103  1.330537  0.0772
H  2.215360  2.358669  3.739650  0.0746
H  -0.634298  -3.153098  -4.065105  0.0685

Forces on atoms 1 to 6 (eV/Å):
H -0.09 0.32 0.46
H -1.07 0.94 0.02
C -0.44 -0.11 -0.33
O -0.18 -0.25 -0.27
H -0.02 0.15 0.13
H 0.54 -0.46 -0.28



The following is a DFT calculation (ωB97M-V with the def2-TZVPD basis set) of a cluster of 7 separate species, C14H35Cl7NO8 in total at a distorted geometry.

Calculated values
**Charge**: -1
**E_LUMO**: 2.1108 eV
**Energy relative to the best compared isomer or geometry (same formula, charge and spin)**: 0.0 kJ/mol
**M**: 593.6 g mol⁻¹
**Highest occupied orbital energy**: -5.7 eV
**Strongest force on any atom**: 0.052 Eh/bohr
**Kohn-Sham gap**: 7.8312 eV

Last column: Löwdin charge in e.
Element x y z (Å)
H  12.279441  -24.708206  18.166314  0.1148
O  14.479217  -30.008479  9.097585  -0.1118
H  11.639112  -26.261467  21.190308  0.0776
O  17.205743  -21.043618  9.631430  -0.4006
H  15.190212  -28.144223  9.151229  0.0876
H  18.726002  -22.570788  4.494186  0.0698
H  24.019022  -15.752555  7.833828  0.0684
C  21.641077  -16.938452  15.968445  -0.6967
H  14.952288  -28.845907  7.492842  0.0735
Cl  19.842062  -23.901839  2.855568  0.5118
C  22.806644  -17.491624  8.406129  -0.6763
H  14.582788  -23.072509  17.084357  0.1190
C  14.393872  -25.211852  18.474468  -0.2324
H  18.187899  -25.607704  4.435863  0.0595
C  23.201264  -16.376230  7.472731  -0.6380
H  22.363527  -15.695231  7.322621  0.0676
H  11.522102  -24.521434  21.684409  0.0864
C  14.572505  -28.775127  8.512087  -0.2047
H  17.467395  -24.488992  5.597718  0.0731
H  21.917526  -17.965889  7.990619  0.0763
Cl  23.618585  -18.453240  17.142593  0.5063
C  14.507574  -22.822582  18.142644  -0.1797
Cl  16.448989  -24.303907  3.450226  0.5177
C  21.484284  -25.285746  16.376808  -0.1951
O  18.752132  -22.399507  10.545804  -0.4180
C  15.756804  -19.954528  20.136406  -0.0698
C  15.378954  -21.561313  18.426376  -0.2529
H  14.670921  -23.880300  19.818678  0.0875
H  22.496481  -17.156919  9.396021  0.0720
H  13.444785  -22.712634  18.358219  0.1117
H  20.932259  -24.987673  15.485448  0.0830
H  15.301305  -30.094999  9.585731  0.0767
H  14.594629  -25.428925  17.425334  0.1214
Cl  24.121288  -18.659749  8.673303  0.5333
C  11.587428  -25.225612  20.854970  -0.0936
H  19.806294  -25.295370  17.376067  0.0795
C  17.806475  -24.595103  4.567247  -0.6637
C  12.938116  -25.300413  18.801546  -0.2056
H  15.462693  -19.749151  21.165696  0.0831
H  16.458318  -21.683547  18.336100  0.1213
O  12.810051  -24.841877  20.184082  -0.2188
C  19.018547  -23.617454  4.410446  -0.6409
H  19.712036  -23.789557  5.233582  0.0727
H  15.116100  -20.841940  17.650813  0.1148
O  16.444321  -22.832650  10.920577  -0.3987
Cl  17.468559  -21.797877  10.819781  0.6061
H  10.672651  -25.221012  20.262308  0.0789
H  15.406969  -19.222523  19.408479  0.0851
H  20.822093  -16.913231  15.249623  0.0701
Cl  22.516743  -15.466627  15.593008  0.5447
H  12.535810  -26.312271  18.752375  0.1154
O  20.747512  -25.225271  17.551534  -0.1105
Cl  23.603483  -17.027833  5.825725  0.4966
H  14.914930  -25.993063  19.027906  0.1160
C  22.477708  -18.181119  15.766126  -0.6360
H  21.857024  -26.294308  16.198034  0.0679
O  15.204432  -21.235895  19.749674  -0.2051
H  21.825620  -19.053653  15.805612  0.0695
H  22.384344  -24.673334  16.431108  0.0748
H  16.840090  -20.075323  20.134736  0.0825
N  15.034095  -23.974655  18.880963  -0.0571
H  21.257321  -16.833742  16.983264  0.0664
O  17.634062  -20.987228  12.003579  -0.3887
H  13.574729  -28.350654  8.400890  0.0787
H  22.961722  -18.187388  14.789510  0.0756

Forces on atoms 1 to 6 (eV/Å):
H 0.07 0.35 -0.11
O 0.14 -1.84 0.99
H 0.33 -0.09 0.36
O -1.18 1.55 -0.14
H -0.05 0.56 -0.44
H -0.14 -0.12 -0.34



The following is a DFT calculation (ωB97M-V with the def2-TZVPD basis set) of the ion C3H9N2O with charge +1 at a distorted geometry.

Calculated values
**Charge**: +1
**E_LUMO**: -3.6751 eV
**Energy relative to the best compared isomer or geometry (same formula, charge and spin)**: 309.1 kJ/mol
**M**: 89.1 g mol⁻¹
**Highest occupied orbital energy**: -14.5 eV
**Strongest force on any atom**: 0.132 Eh/bohr
**SMILES string**: NC1(O)C[NH2+]C1
**Kohn-Sham gap**: 10.8462 eV

Last column: Löwdin charge in e.
Element x y z (Å)
H  -0.733126  1.080440  -2.352230  0.1483
H  -1.585560  0.801499  0.669715  0.1365
C  1.155944  0.255739  0.295208  0.0593
O  -0.528997  1.286926  -1.362733  -0.0563
C  -0.158927  0.010296  -0.575338  -0.4901
H  0.579099  -1.778923  -1.085614  0.1157
H  1.834255  -0.481061  0.341289  0.0924
H  -1.444218  -0.850316  0.922716  0.1179
N  0.238827  0.328083  1.517470  0.1372
H  1.539083  1.296349  0.046022  0.1729
C  -0.923214  -0.011965  0.718646  -0.0284
N  -0.004500  -1.016661  -1.491410  0.1001
H  -0.831294  -1.604515  -1.759478  0.1347
H  0.542497  -0.465603  2.006077  0.1581
H  0.320131  1.149713  2.109660  0.2017

Forces on atoms 1 to 6 (eV/Å):
H 0.80 0.04 2.67
H -1.07 1.08 0.30
C -3.37 5.54 -2.05
O -0.01 -2.34 -0.11
C 1.18 2.75 -2.27
H -0.06 0.93 -0.55